1.
40
Properties=species:S:1:pos:R:3 method="wB97M-V/def2-TZVPD" charge=-1 spin_multiplicity=1 homo_energy_ev=-4.9 orbital_gap_ev=7.44
Au 0.30 2.76 0.45
O 0.81 2.76 3.43
Se -0.52 3.49 2.87
O -1.19 4.41 3.98
O -0.01 4.47 1.54
O -1.57 2.40 2.29
C 3.04 -1.89 -2.57
C 3.33 -0.56 -2.30
C 2.45 0.19 -1.53
C 1.29 -0.39 -1.04
C 1.01 -1.73 -1.31
C 1.89 -2.47 -2.07
P 0.11 0.62 -0.07
C -1.34 0.41 -1.14
C -2.45 -0.42 -1.02
C -3.44 -0.39 -1.99
C -3.33 0.45 -3.08
C -2.23 1.27 -3.22
C -1.25 1.26 -2.25
C 0.11 -0.33 1.47
C 1.26 -0.04 2.22
C 1.50 -0.69 3.41
C 0.60 -1.64 3.87
C -0.55 -1.91 3.15
C -0.81 -1.25 1.96
H 3.71 -2.48 -3.18
H 4.24 -0.12 -2.69
H 2.65 1.23 -1.31
H 0.11 -2.17 -0.91
H 1.67 -3.51 -2.29
H -2.56 -1.07 -0.17
H -4.30 -1.03 -1.88
H -4.11 0.47 -3.83
H -2.14 1.93 -4.07
H -0.39 1.91 -2.32
H 1.94 0.72 1.86
H 2.38 -0.45 3.99
H 0.79 -2.15 4.80
H -1.26 -2.64 3.51
H -1.73 -1.44 1.44

***

2.
53
Properties=species:S:1:pos:R:3 method="wB97M-V/def2-TZVPD" charge=0 de_lowest_ev=11.097 spin_multiplicity=6 homo_energy_ev="-9.9 / -9.9" orbital_gap_ev="1.73 / 4.74"
Mn 4.73 -2.49 -0.61
B 0.93 -3.64 -0.19
F 1.86 -4.52 0.35
F 1.21 -3.51 -1.49
F -0.30 -4.08 0.05
F 1.27 -2.50 0.47
B 6.41 -3.04 -5.42
F 5.38 -2.90 -6.29
F 7.61 -3.53 -6.02
F 6.64 -1.75 -4.88
F 6.15 -3.82 -4.36
C 3.80 7.15 3.44
C 4.00 7.61 2.12
C 4.44 6.67 1.17
C 4.73 5.36 1.58
C 4.64 4.96 2.94
C 4.22 5.90 3.87
N 5.05 4.40 0.54
O 5.06 3.22 0.90
O 5.41 4.76 -0.58
H 3.21 7.74 4.13
H 3.55 8.50 1.70
H 4.45 7.02 0.15
H 4.87 3.96 3.28
H 3.91 5.56 4.85
C -3.72 -4.00 6.47
C -2.38 -4.37 6.67
C -1.31 -3.54 6.45
C -1.70 -2.13 6.25
C -3.02 -1.71 6.05
C -4.06 -2.65 6.18
N -0.68 -1.12 6.05
O -0.87 0.08 6.10
O 0.48 -1.49 5.87
H -4.67 -4.50 6.63
H -2.22 -5.42 6.83
H -0.27 -3.80 6.60
H -3.21 -0.67 5.86
H -5.12 -2.42 6.10
C -4.05 -2.15 -5.67
C -3.41 -1.18 -6.43
C -4.11 -0.07 -6.85
C -5.51 0.02 -6.74
C -6.17 -1.06 -6.12
C -5.44 -2.10 -5.56
N -6.18 1.19 -7.21
O -7.26 1.37 -6.75
O -5.69 1.91 -8.05
H -3.44 -2.97 -5.31
H -2.38 -1.24 -6.74
H -3.59 0.72 -7.38
H -7.24 -0.93 -6.07
H -5.99 -2.80 -4.95

***

3.
46
Properties=species:S:1:pos:R:3 method="wB97M-V/def2-TZVPD" charge=+1 spin_multiplicity=2 homo_energy_ev="-11.7 / -11.5" orbital_gap_ev="6.94 / 4.89"
Pt 0.50 -0.25 0.27
C 1.93 2.66 -2.65
C 2.09 1.93 -1.47
N 1.01 1.19 -1.27
N 0.14 1.42 -2.26
C 0.69 2.30 -3.12
B -1.30 0.82 -2.28
N -1.20 -0.73 -2.30
C -1.87 -1.64 -3.03
C -1.58 -2.90 -2.53
C -0.71 -2.67 -1.47
N -0.48 -1.37 -1.36
N -1.98 1.20 -0.93
C -3.19 1.75 -0.71
C -3.37 1.87 0.66
C -2.21 1.34 1.21
N -1.38 0.96 0.25
N -2.07 1.44 -3.42
C -2.37 2.76 -3.53
C -2.92 2.97 -4.76
C -2.91 1.70 -5.37
N -2.40 0.79 -4.56
H 2.62 3.36 -3.09
H 2.91 1.93 -0.78
H 0.18 2.62 -4.01
H -2.48 -1.34 -3.86
H -1.96 -3.84 -2.88
H -0.26 -3.38 -0.79
H -3.85 2.02 -1.52
H -4.23 2.27 1.17
H -1.93 1.24 2.25
H -2.18 3.46 -2.72
H -3.27 3.90 -5.18
H -3.26 1.42 -6.35
Cl 2.81 0.17 1.36
C 3.36 -1.41 0.89
C 4.66 -1.59 0.51
C 5.09 -2.86 0.13
C 4.22 -3.94 0.15
C 2.91 -3.76 0.57
Cl 1.84 -5.10 0.59
C 2.44 -2.48 0.94
S 0.81 -2.28 1.49
H 5.35 -0.76 0.50
H 6.12 -3.01 -0.18
H 4.55 -4.92 -0.16